{
  "formula": "C90H225N15",
  "method": "wB97M-V/def2-TZVPD",
  "elements": ["C", "C", "N", "C", "C", "C", "C", "H", "H", "H", "H", "H", "H", "H", "H", "H", "H", "H", "H", "H", "H", "H", "C", "C", "N", "C", "C", "C", "C", "H", "H", "H", "H", "H", "H", "H", "H", "H", "H", "H", "H", "H", "H", "H", "C", "C", "N", "C", "C", "C", "C", "H", "H", "H", "H", "H", "H", "H", "H", "H", "H", "H", "H", "H", "H", "H", "C", "C", "N", "C", "C", "C", "C", "H", "H", "H", "H", "H", "H", "H", "H", "H", "H", "H", "H", "H", "H", "H", "C", "C", "N", "C", "C", "C", "C", "H", "H", "H", "H", "H", "H", "H", "H", "H", "H", "H", "H", "H", "H", "H", "C", "C", "N", "C", "C", "C", "C", "H", "H", "H", "H", "H", "H", "H", "H", "H", "H", "H", "H", "H", "H", "H", "C", "C", "N", "C", "C", "C", "C", "H", "H", "H", "H", "H", "H", "H", "H", "H", "H", "H", "H", "H", "H", "H", "C", "C", "N", "C", "C", "C", "C", "H", "H", "H", "H", "H", "H", "H", "H", "H", "H", "H", "H", "H", "H", "H", "C", "C", "N", "C", "C", "C", "C", "H", "H", "H", "H", "H", "H", "H", "H", "H", "H", "H", "H", "H", "H", "H", "C", "C", "N", "C", "C", "C", "C", "H", "H", "H", "H", "H", "H", "H", "H", "H", "H", "H", "H", "H", "H", "H", "C", "C", "N", "C", "C", "C", "C", "H", "H", "H", "H", "H", "H", "H", "H", "H", "H", "H", "H", "H", "H", "H", "C", "C", "N", "C", "C", "C", "C", "H", "H", "H", "H", "H", "H", "H", "H", "H", "H", "H", "H", "H", "H", "H", "C", "C", "N", "C", "C", "C", "C", "H", "H", "H", "H", "H", "H", "H", "H", "H", "H", "H", "H", "H", "H", "H", "C", "C", "N", "C", "C", "C", "C", "H", "H", "H", "H", "H", "H", "H", "H", "H", "H", "H", "H", "H", "H", "H", "C", "C", "N", "C", "C", "C", "C", "H", "H", "H", "H", "H", "H", "H", "H", "H", "H", "H", "H", "H", "H", "H"],
  "positions_angstrom": [[17.2472, 15.5089, 15.9034], [17.1431, 14.2678, 16.7996], [17.1785, 14.6338, 18.1926], [18.5842, 14.7438, 18.5846], [18.7484, 15.2952, 20.0571], [16.5552, 13.5370, 18.9364], [14.9841, 13.5550, 18.7850], [16.3865, 16.1665, 16.0252], [17.2689, 15.2525, 14.8442], [18.1366, 16.1241, 16.0396], [16.2658, 13.6951, 16.4988], [17.9965, 13.6790, 16.4634], [19.0317, 13.7501, 18.6031], [19.1218, 15.3123, 17.8257], [18.1383, 14.7635, 20.7873], [19.7817, 15.1998, 20.3908], [18.5155, 16.3600, 20.0456], [16.7129, 13.5726, 20.0143], [17.0184, 12.6192, 18.5742], [14.6906, 13.5466, 17.7353], [14.6020, 14.4725, 19.2324], [14.3811, 12.7724, 19.2455], [11.1396, 18.6134, 19.9131], [11.6062, 20.0529, 19.9635], [11.0986, 20.7866, 21.1258], [11.8708, 20.4170, 22.2794], [11.3190, 20.9708, 23.6187], [11.2001, 22.2264, 20.9579], [10.2325, 22.7591, 19.9303], [10.0721, 18.4745, 20.0841], [11.7074, 18.0087, 20.6202], [11.3195, 18.1340, 18.9508], [12.6893, 20.1591, 19.9038], [11.3533, 20.5404, 19.0220], [11.8271, 19.3318, 22.3711], [12.9253, 20.6374, 22.1134], [11.9135, 20.5543, 24.4319], [11.4115, 22.0503, 23.7376], [10.2539, 20.7397, 23.6342], [12.2040, 22.5676, 20.7054], [11.1194, 22.8003, 21.8810], [9.2321, 22.3275, 19.8973], [10.5864, 22.5264, 18.9260], [10.1703, 23.8367, 20.0822], [9.3086, 12.6472, 14.3061], [9.5641, 13.5076, 15.6083], [10.7623, 12.9759, 16.3840], [11.0769, 13.7534, 17.6211], [11.7215, 15.1440, 17.2931], [10.4710, 11.5353, 16.7089], [11.6993, 10.7823, 17.3290], [9.0036, 11.6059, 14.4092], [10.2354, 12.6264, 13.7327], [8.6339, 13.1342, 13.6021], [9.7664, 14.5501, 15.3629], [8.6973, 13.5499, 16.2679], [10.1656, 13.8129, 18.2163], [11.7327, 13.1642, 18.2620], [11.1414, 15.7914, 16.6355], [11.9251, 15.7029, 18.2065], [12.6372, 14.9665, 16.7291], [10.3618, 10.9067, 15.8252], [9.6194, 11.4488, 17.3837], [11.4316, 9.7262, 17.2961], [11.7524, 10.9877, 18.3981], [12.6782, 10.9290, 16.8724], [14.5767, 24.3243, 23.1140], [16.0367, 24.6366, 22.9888], [16.3487, 26.0203, 22.8785], [16.1215, 26.5983, 21.5561], [16.0804, 28.1585, 21.5886], [17.6151, 26.3806, 23.4093], [17.6903, 26.2734, 24.9719], [14.1076, 24.4919, 22.1445], [14.0210, 24.8470, 23.8925], [14.4236, 23.2981, 23.4479], [16.5068, 24.1754, 23.8574], [16.4161, 24.0325, 22.1647], [15.2327, 26.2310, 21.0431], [16.9255, 26.2505, 20.9075], [17.0937, 28.5597, 21.6102], [15.4964, 28.5554, 22.4190], [15.5636, 28.5519, 20.7132], [18.3551, 25.7633, 22.8999], [17.8846, 27.3983, 23.1270], [16.6844, 26.1041, 25.3563], [18.2525, 25.4016, 25.3062], [17.9584, 27.1855, 25.5051], [13.8406, 28.4402, 17.9433], [12.9830, 27.1498, 17.9271], [13.0112, 26.5162, 19.2648], [12.0553, 27.2529, 20.1024], [12.0126, 26.7775, 21.5588], [12.8676, 25.0400, 19.2584], [14.0182, 24.3368, 18.5734], [13.3258, 29.1786, 18.5579], [13.8630, 28.9053, 16.9577], [14.8373, 28.2220, 18.3267], [11.9624, 27.3805, 17.6216], [13.4008, 26.5190, 17.1425], [12.4504, 28.2667, 20.1673], [11.0920, 27.2280, 19.5931], [13.0254, 26.8673, 21.9516], [11.4189, 27.3979, 22.2302], [11.5167, 25.8069, 21.5575], [11.9715, 24.6781, 18.7544], [12.7820, 24.6458, 20.2711], [14.9521, 24.5879, 19.0763], [14.0993, 24.5218, 17.5022], [13.8283, 23.2706, 18.6973], [8.6190, 15.8761, 22.9207], [9.9444, 16.2924, 22.2823], [11.1811, 15.7687, 22.9315], [11.3394, 14.3122, 22.7376], [11.7994, 13.9914, 21.3172], [11.2742, 16.1211, 24.3776], [11.3577, 17.6380, 24.6263], [8.4364, 16.3554, 23.8825], [8.5368, 14.7903, 22.9704], [7.7733, 16.2134, 22.3214], [10.0338, 16.0334, 21.2273], [9.9763, 17.3819, 22.2701], [12.1547, 13.9952, 23.3879], [10.4252, 13.7894, 23.0187], [12.6459, 14.6274, 21.0583], [12.1919, 12.9746, 21.3294], [10.9793, 14.1391, 20.6146], [12.1666, 15.6310, 24.7667], [10.4674, 15.6604, 24.9476], [11.4447, 17.8506, 25.6919], [10.4577, 18.1673, 24.3132], [12.2484, 18.0578, 24.1589], [20.4445, 18.8331, 18.4594], [19.3946, 19.4541, 17.5441], [19.4943, 19.0573, 16.1166], [20.7199, 19.5278, 15.4392], [20.9744, 21.0688, 15.3321], [18.3017, 19.3994, 15.3682], [18.1678, 18.6830, 14.0032], [20.5331, 17.7532, 18.3412], [20.2695, 18.9654, 19.5271], [21.3863, 19.2923, 18.1589], [18.4519, 19.0477, 17.9106], [19.4388, 20.5391, 17.6387], [21.5491, 19.0034, 15.9140], [20.6904, 19.1677, 14.4108], [21.7598, 21.3260, 14.6214], [20.1055, 21.5333, 14.8658], [21.2574, 21.5712, 16.2570], [18.2137, 20.4855, 15.3931], [17.4797, 18.9860, 15.9527], [19.0166, 18.8212, 13.3335], [17.2998, 19.0880, 13.4830], [18.0188, 17.6068, 14.0909], [12.9506, 20.5745, 27.5234], [14.1423, 21.4682, 27.9241], [14.9775, 21.7944, 26.7911], [15.8975, 22.8974, 27.0938], [15.1401, 24.2214, 27.2597], [15.8110, 20.6588, 26.3558], [16.2558, 20.7877, 24.9090], [13.3464, 19.5601, 27.4737], [12.4670, 20.9282, 26.6128], [12.2183, 20.5959, 28.3306], [13.7270, 22.3527, 28.4072], [14.6714, 20.9161, 28.7008], [16.5693, 23.0363, 26.2467], [16.5159, 22.6318, 27.9512], [14.3825, 24.4329, 26.5050], [15.8236, 25.0647, 27.3580], [14.5489, 24.3606, 28.1648], [16.6792, 20.4930, 26.9937], [15.3898, 19.6591, 26.4613], [16.6100, 21.7941, 24.6860], [16.9413, 19.9975, 24.6027], [15.4024, 20.6659, 24.2419], [12.2406, 18.2931, 10.8887], [11.7308, 17.2278, 11.8905], [12.7263, 16.2545, 12.4051], [12.0508, 15.2433, 13.2065], [12.9768, 14.1003, 13.6683], [13.9157, 16.8737, 13.0316], [13.6162, 17.7288, 14.2738], [12.8908, 17.7732, 10.1853], [12.7818, 19.1069, 11.3714], [11.4072, 18.6868, 10.3069], [11.1120, 17.5811, 12.7154], [11.0903, 16.5623, 11.3118], [11.5420, 15.7604, 14.0199], [11.2349, 14.7958, 12.6389], [12.3568, 13.2653, 13.9948], [13.5539, 13.7056, 12.8320], [13.6211, 14.4637, 14.4689], [14.3977, 17.5145, 12.2932], [14.6608, 16.1145, 13.2690], [14.6043, 17.9833, 14.6573], [13.0338, 17.1814, 15.0149], [13.1098, 18.6236, 13.9118], [10.3056, 21.0853, 13.0098], [9.1913, 20.5874, 13.9117], [9.3760, 20.7745, 15.3481], [10.5915, 20.2115, 15.8311], [10.7088, 18.6543, 15.8461], [8.1402, 20.4813, 16.0814], [8.2278, 20.6736, 17.6284], [10.6692, 22.0876, 13.2363], [10.0455, 21.0308, 11.9527], [11.1468, 20.4072, 13.1532], [8.2690, 21.0812, 13.6057], [9.0288, 19.5372, 13.6694], [11.4648, 20.5167, 15.2547], [10.7322, 20.5912, 16.8431], [9.7562, 18.2753, 16.2162], [10.7093, 18.2441, 14.8362], [11.5541, 18.3934, 16.4829], [7.8135, 19.4696, 15.8409], [7.2910, 20.9803, 15.6147], [8.5966, 21.6598, 17.9102], [8.8893, 19.9245, 18.0637], [7.2533, 20.5197, 18.0918], [16.8576, 17.6473, 29.6377], [16.0108, 17.6370, 28.3348], [15.1975, 16.4096, 28.1903], [15.9784, 15.1639, 28.2621], [15.1019, 13.8903, 28.3732], [14.1989, 16.4803, 27.1120], [14.7983, 16.3423, 25.6501], [17.6088, 16.8587, 29.6792], [16.3027, 17.4539, 30.5558], [17.5176, 18.4976, 29.8097], [15.3439, 18.4893, 28.4650], [16.6341, 17.8672, 27.4707], [16.5940, 15.0214, 27.3739], [16.6827, 15.1460, 29.0938], [15.7909, 13.0669, 28.5612], [14.2774, 13.9511, 29.0836], [14.6885, 13.6309, 27.3986], [13.5527, 17.3578, 27.1319], [13.5143, 15.6451, 27.2602], [15.4076, 15.4456, 25.5375], [15.3908, 17.2092, 25.3576], [14.0712, 16.2023, 24.8503], [18.4543, 16.9210, 23.8835], [18.5261, 16.2421, 25.3037], [19.8262, 16.4163, 25.9776], [19.9390, 15.6911, 27.2643], [19.5452, 14.1823, 27.2662], [20.2678, 17.8147, 26.1451], [19.2514, 18.7060, 26.7989], [19.2934, 16.5381, 23.3027], [18.5428, 18.0053, 23.9499], [17.5895, 16.5980, 23.3040], [17.6893, 16.5954, 25.9062], [18.4007, 15.1709, 25.1453], [19.3333, 16.1787, 28.0282], [20.9950, 15.6694, 27.5334], [18.4635, 14.0477, 27.2603], [19.8881, 13.7375, 28.2003], [19.9918, 13.6158, 26.4490], [21.2252, 17.9329, 26.6527], [20.4938, 18.2142, 25.1565], [19.7500, 19.6667, 26.9276], [18.4354, 18.9541, 26.1201], [18.9121, 18.4357, 27.7989], [20.6726, 24.7713, 15.2978], [19.1008, 24.8748, 15.3802], [18.6421, 24.6712, 16.7349], [18.8371, 23.3073, 17.2052], [18.1505, 22.9913, 18.5472], [17.2346, 25.1003, 16.7627], [17.0509, 26.5968, 16.5101], [21.1516, 23.8764, 15.6950], [21.1776, 25.5502, 15.8692], [21.0160, 24.8779, 14.2688], [18.7853, 25.8213, 14.9412], [18.6792, 24.1116, 14.7261], [18.5428, 22.6081, 16.4224], [19.9086, 23.1779, 17.3573], [18.4201, 23.7447, 19.2873], [17.0646, 23.0764, 18.5062], [18.4645, 22.0039, 18.8857], [16.8614, 25.1151, 17.7867], [16.5790, 24.4235, 16.2147], [17.7807, 27.1748, 17.0771], [16.0548, 26.9443, 16.7840], [17.1056, 26.7952, 15.4397], [15.3015, 21.4975, 16.0745], [14.4209, 21.2334, 14.8272], [14.8408, 22.1479, 13.7423], [14.3535, 21.7375, 12.4150], [15.2023, 20.6449, 11.8692], [14.5787, 23.5285, 14.0735], [15.6363, 24.4805, 13.4217], [15.2665, 20.7355, 16.8531], [15.0719, 22.3982, 16.6438], [16.3472, 21.6165, 15.7909], [14.3643, 20.1944, 14.5025], [13.3892, 21.4070, 15.1329], [13.2962, 21.4791, 12.4748], [14.4003, 22.5862, 11.7326], [14.9955, 19.7227, 12.4122], [14.9713, 20.5585, 10.8074], [16.2636, 20.8874, 11.8156], [14.5946, 23.7623, 15.1380], [13.5500, 23.7222, 13.7693], [15.3523, 25.5315, 13.4755], [15.7613, 24.2231, 12.3700], [16.6273, 24.3212, 13.8468], [14.3351, 17.8730, 18.0688], [15.5656, 18.3365, 18.8721], [15.2091, 18.6063, 20.2799], [15.9722, 19.6214, 20.9138], [15.5561, 21.0451, 20.5471], [15.2312, 17.3451, 21.0169], [14.4170, 17.5007, 22.2774], [13.6062, 18.6834, 18.0699], [13.9021, 17.0080, 18.5713], [14.5534, 17.5391, 17.0545], [16.3217, 17.5515, 18.8585], [16.0266, 19.1894, 18.3739], [15.8276, 19.5523, 21.9920], [17.0399, 19.4629, 20.7622], [14.4752, 21.1694, 20.6132], [15.9937, 21.8009, 21.1992], [15.8498, 21.3359, 19.5384], [16.2443, 17.0003, 21.2235], [14.6636, 16.5879, 20.4761], [14.0802, 16.5444, 22.6776], [13.5100, 18.0694, 22.0723], [14.9464, 17.9928, 23.0934]],
  "atomic_forces_ev_per_a": [[-0.51, 0.35, -0.42], [0.39, 1.26, -1.93], [-0.09, -0.50, 0.65], [-0.12, 0.03, 1.88], [0.26, 0.26, -1.49], [-1.78, -0.25, 0.33], [0.64, 0.34, -0.39], [-0.12, 0.07, 0.20], [-0.05, -0.34, -0.09], [0.12, -0.11, 0.42], [-0.12, 0.17, 0.35], [0.34, -0.70, 0.52], [0.19, -0.45, -0.27], [0.00, 0.31, 0.33], [-0.11, 0.12, -0.21], [0.10, -0.05, -0.14], [-0.21, 0.01, 0.27], [0.43, 0.31, -0.13], [-0.21, -0.57, 0.05], [-0.03, 0.14, -0.03], [0.13, 0.24, -0.13], [0.65, -0.44, 0.24], [0.42, -0.59, -0.03], [-0.23, 0.52, -0.72], [-0.08, 0.57, 0.03], [-0.32, -0.59, 1.19], [0.58, 0.16, -0.92], [-0.34, 0.27, -0.24], [0.03, 0.22, -0.59], [-0.02, 0.36, 0.27], [-0.19, -0.14, 0.22], [0.23, 0.27, -0.24], [0.51, -0.54, 0.38], [-0.76, 0.25, 0.12], [-0.03, -0.09, -0.01], [0.45, 0.34, 0.22], [-0.42, -0.30, 0.11], [0.07, 0.05, -0.21], [0.06, -0.22, 0.46], [0.70, -0.35, -0.67], [-0.78, -0.60, 0.36], [-0.02, -0.05, 0.85], [0.26, 0.43, -0.17], [-0.19, 0.06, -0.42], [0.67, 1.08, 0.16], [1.07, -1.07, 0.08], [-0.92, -0.92, -0.39], [-0.38, 0.26, -1.26], [-0.33, -1.03, 0.01], [2.57, 0.33, 0.00], [-1.22, 0.22, 0.96], [-0.18, 0.28, 0.46], [0.29, -0.10, 0.17], [-0.39, 0.15, 0.37], [0.13, -0.09, -0.35], [-0.41, -0.29, 0.11], [-0.41, 0.56, 0.21], [0.36, 0.07, -0.34], [-0.46, -0.16, 0.14], [0.11, -0.07, 0.02], [0.26, -0.05, 0.27], [-0.77, 0.80, -0.30], [-0.30, -0.16, 0.03], [0.22, -0.16, -0.17], [0.38, 0.17, 0.08], [-0.28, 0.25, -0.24], [-0.97, -0.33, -0.02], [0.02, -0.94, 0.73], [-1.63, 1.13, -0.13], [0.09, 0.68, 0.16], [-0.11, -0.71, -0.33], [1.01, 0.35, 1.01], [-0.84, -0.44, -0.47], [-0.43, -0.10, 0.13], [0.32, 0.71, -0.12], [0.17, -0.41, -0.54], [0.38, 0.45, 0.27], [0.35, -0.06, -0.61], [-0.35, -0.13, 0.57], [0.50, 0.17, -0.47], [-0.17, 0.20, 0.03], [0.19, -0.29, 0.33], [0.22, -0.16, -0.30], [0.74, -0.31, 0.23], [-0.30, -0.01, 0.01], [-0.26, -0.16, -0.24], [0.36, 0.27, 0.05], [0.65, -0.03, -0.36], [-1.12, -0.20, -0.02], [1.12, 0.22, 0.34], [0.11, -0.50, -0.28], [0.74, -0.03, 0.60], [-0.44, 0.14, -0.66], [-0.15, 0.73, -0.56], [0.11, -0.22, 0.43], [0.35, 0.07, 0.27], [0.29, -0.21, -0.16], [-0.07, 0.15, -0.08], [-0.31, 0.06, -0.05], [-0.02, -0.40, 0.27], [-0.40, 0.19, -0.39], [-0.51, 0.24, 0.25], [0.04, -0.84, 0.09], [-0.25, 0.33, -0.41], [0.63, -0.33, 0.58], [-0.59, 0.29, -0.17], [0.19, 0.36, 0.13], [0.18, -0.03, -0.14], [-0.01, 0.19, 0.05], [0.22, -0.21, -0.06], [-0.19, -0.05, -0.53], [0.64, 0.14, 0.45], [-0.41, 0.29, 0.62], [0.55, 1.14, -0.22], [-0.15, -0.01, 0.56], [0.04, 0.15, -0.77], [-0.06, -0.62, 0.25], [0.34, -0.29, 0.22], [-0.09, 0.02, 0.35], [0.07, 0.02, -0.33], [-0.33, -0.27, -0.01], [0.24, 0.07, 0.16], [-0.16, -0.04, 0.31], [-0.04, -0.40, 0.00], [-0.11, 0.22, -0.06], [-0.34, -0.21, -0.42], [0.24, -0.27, -0.24], [0.13, 0.11, -0.11], [-0.45, 0.10, 0.16], [0.04, -0.18, 0.17], [0.10, 0.00, -0.27], [-0.13, 0.02, -0.21], [0.65, 0.04, -0.74], [-0.25, -1.00, -0.34], [1.10, -0.17, 0.24], [0.15, 0.31, 0.18], [-0.23, -0.52, -0.22], [-0.19, -1.06, 0.38], [0.16, 0.78, 0.00], [-0.09, -0.05, -0.37], [-0.15, 0.53, -0.10], [0.39, -0.22, 0.51], [-0.41, 0.47, -0.22], [-0.28, 0.23, 0.17], [0.20, 0.22, -0.01], [-0.03, -0.17, 0.11], [0.32, -0.49, -0.02], [-0.23, 0.21, 0.41], [-0.34, -0.12, 0.14], [-0.45, 0.24, -0.78], [-0.29, 0.30, 0.19], [0.04, 0.15, 0.05], [-0.10, 0.04, -0.01], [0.04, 0.05, 0.38], [0.61, 0.27, 0.61], [-1.18, -0.46, -0.07], [0.89, -0.40, -0.26], [-1.15, 0.63, -0.43], [-0.12, 0.58, 0.87], [0.16, -0.57, -0.31], [-0.74, 0.18, -0.39], [-0.47, -0.14, -0.52], [0.18, -0.23, -0.06], [-0.07, -0.09, 0.02], [0.32, 0.25, -0.28], [0.49, -0.01, 0.34], [0.03, -0.13, 0.01], [0.15, 0.21, 0.40], [0.47, -0.24, -0.58], [0.23, -0.01, -0.49], [0.08, -0.70, 0.43], [0.55, 0.64, 0.41], [-1.06, 0.26, -0.03], [0.51, -0.20, -0.03], [0.40, 0.23, 0.18], [-0.32, -0.04, 0.05], [-0.04, -0.80, 0.79], [0.42, -1.18, -0.63], [0.77, 0.66, -0.71], [0.53, -0.11, -0.19], [-0.72, 0.53, -0.19], [-0.88, -0.23, 0.04], [0.59, -0.52, -0.94], [0.19, 0.13, 0.01], [0.01, 0.05, -0.10], [-0.05, 0.13, 0.21], [-0.10, 0.68, 0.14], [-0.43, 0.17, -0.08], [-0.08, -0.23, 0.80], [0.02, 0.12, -0.43], [0.11, 0.15, 0.50], [0.22, 0.33, -0.05], [0.13, -0.40, 0.03], [-0.07, -0.01, -0.18], [-0.18, -0.23, 0.00], [-0.13, 0.30, 0.44], [0.04, 0.19, 0.04], [-0.23, 0.11, 0.47], [0.70, -0.40, 0.39], [-0.62, 0.38, -0.18], [-0.63, 1.10, -1.06], [0.80, -1.22, 0.66], [-1.37, 0.97, 0.06], [0.26, -0.52, 0.39], [-0.03, -0.22, -1.06], [-0.25, 0.09, 0.11], [-0.22, 0.00, 0.08], [0.32, 0.04, -0.22], [-0.17, 0.15, 0.24], [-0.07, -0.52, -0.05], [-0.28, 0.66, -0.08], [0.21, -0.12, 0.12], [0.14, -0.31, 0.68], [0.74, 0.01, -0.05], [-0.08, -0.42, -0.29], [0.19, -0.87, 0.43], [0.29, 1.00, 0.20], [-0.05, -0.01, -0.21], [0.12, 0.01, 0.02], [-0.08, 0.07, -0.14], [0.74, -0.93, -0.03], [-0.08, -0.13, 1.34], [0.26, 0.79, 0.50], [-1.05, -0.42, -0.32], [0.57, 0.36, -0.79], [0.81, -1.12, -1.31], [-0.23, -0.06, 0.54], [0.00, -0.38, -0.44], [-0.52, 0.32, -0.20], [-0.58, 0.62, -0.36], [-0.37, -0.06, -0.31], [0.25, -0.16, -0.19], [0.22, 0.09, -0.30], [-0.31, 0.48, 0.12], [-0.19, -0.13, 0.50], [0.29, 0.02, 0.20], [-0.28, 0.17, -0.09], [0.42, 0.30, 0.47], [-0.03, -0.11, 0.01], [0.33, 0.02, 0.34], [0.14, 0.03, 0.13], [-0.42, 0.32, 0.36], [0.80, -0.88, 0.95], [0.45, 0.52, -0.91], [0.54, -0.42, 0.25], [-0.16, -1.02, -0.86], [-0.22, 0.74, -0.05], [-0.47, -0.60, -0.66], [0.22, 1.46, 0.04], [0.28, 0.19, 0.01], [-0.25, -0.02, -0.15], [-0.37, 0.27, 0.38], [-0.21, 0.08, 0.24], [-0.10, -0.02, 0.11], [0.06, 0.17, 0.41], [0.00, 0.57, 0.17], [0.01, -0.05, -0.22], [0.12, 0.07, 0.05], [0.01, 0.15, -0.10], [0.00, -0.78, 0.31], [-0.18, 0.03, -0.21], [0.03, 0.28, 0.16], [-0.35, -0.38, 0.22], [-0.13, -0.36, -0.22], [-0.33, 0.47, -0.07], [2.47, -0.91, -0.09], [-1.28, 1.20, 0.05], [0.04, 0.33, 0.53], [0.05, 0.62, -0.48], [0.03, 0.72, 2.01], [-0.27, -0.25, -1.35], [-0.61, -0.38, -0.14], [-0.37, 0.40, 0.03], [-0.11, -0.04, -0.11], [0.14, 0.06, 0.46], [-0.14, -0.43, -0.32], [-0.26, -0.44, -0.15], [0.05, -0.12, -0.07], [0.37, -0.05, 0.11], [-0.05, -0.45, -0.24], [-0.20, 0.07, 0.09], [0.24, -0.97, 0.31], [-0.18, 0.11, -0.52], [0.09, -0.08, -0.17], [-0.07, -0.26, 0.26], [0.30, 0.48, -0.01], [0.34, -0.34, 0.09], [0.29, 1.00, 0.54], [0.33, -1.00, 0.73], [0.37, 1.24, 0.98], [-0.02, -0.40, -1.03], [0.50, 0.99, -0.63], [-0.70, -0.79, -0.30], [-0.18, -0.47, -0.27], [-0.42, 0.22, -0.37], [0.02, -0.17, -0.17], [0.82, 0.13, -0.05], [-0.52, 0.40, -0.03], [-0.34, -0.33, -0.09], [0.07, 0.23, 0.15], [0.40, -0.20, -0.27], [-0.42, -0.64, -0.07], [0.02, 0.07, 0.74], [0.09, -0.58, 0.10], [-0.27, 0.72, -0.28], [0.01, 0.00, 0.16], [-0.16, 0.09, -0.16], [-0.18, 0.06, 0.32], [0.36, 0.03, 0.65], [-0.26, -0.24, -0.14], [-0.63, -0.97, -1.33], [0.22, 1.03, 0.74], [0.05, 0.19, -0.45], [-1.16, 0.55, 0.37], [-0.16, -0.09, 0.96], [-0.13, -0.05, -0.18], [-0.20, 0.04, 0.03], [0.21, 0.26, -0.05], [0.28, -0.28, -0.17], [-0.11, 0.34, 0.26], [-0.05, -0.21, 0.06], [0.56, 0.13, -0.14], [-0.03, -0.15, 0.04], [0.19, -0.15, 0.20], [-0.01, -0.15, -0.18], [0.30, -0.23, -0.09], [0.49, -0.03, -0.56], [0.09, -0.16, -0.10], [0.08, 0.02, -0.11], [0.07, 0.13, 0.01]],
  "largest_force_ev_per_a": 2.6,
  "lumo_energy_ev": 0.622,
  "homo_energy_ev": -8.0,
  "spin_multiplicity": 1,
  "homo_lumo_gap_ev": 8.67,
  "de_lowest_ev": 4.697
}